ORCA calculation (the ωB97M-V functional and the def2-TZVPD basis) on C13H22FeN6S2 as an isolated structure.

The geometry in ORCA input format:
```
! wB97M-V def2-TZVPD RIJCOSX def2/J DEFGRID3
* xyz 1 6
Fe -1.169 -0.020 0.712
N -3.248 -0.808 1.199
N -3.901 -0.081 2.202
C -3.329 1.003 2.775
N -3.976 1.512 3.826
S -1.919 1.726 2.206
H -3.817 -0.814 0.357
H -3.105 -1.765 1.508
H -4.732 -0.486 2.605
H -4.888 1.193 4.111
H -3.642 2.379 4.210
C 2.136 1.460 -1.903
C 0.851 1.550 -2.664
C 0.797 2.069 -3.935
C -0.411 2.161 -4.628
C -1.603 1.729 -4.037
C -1.612 1.201 -2.770
C -2.888 0.744 -2.131
C -0.365 1.086 -2.025
N -0.327 0.593 -0.823
H 2.972 1.806 -2.509
H 2.324 0.433 -1.585
H 2.085 2.062 -0.994
H 1.709 2.415 -4.408
H -0.428 2.570 -5.630
H -2.532 1.814 -4.588
H -3.725 0.848 -2.820
H -3.107 1.332 -1.234
H -2.817 -0.308 -1.842
S -0.245 -1.916 2.009
C 1.455 -1.878 1.746
N 2.027 -2.780 0.961
C 3.467 -2.853 0.715
C 4.202 -2.288 1.917
C 3.667 -0.901 2.226
N 2.210 -0.969 2.351
H 1.403 -3.433 0.515
H 3.711 -2.288 -0.188
H 3.730 -3.894 0.543
H 5.270 -2.240 1.714
H 4.050 -2.940 2.779
H 3.934 -0.196 1.436
H 4.068 -0.525 3.165
H 1.722 -0.303 2.927
*
```

Frontier orbital gap (spin up / spin down) in eV: 7.0 / 7.1
LUMO level (spin up / spin down) in eV: -2.3 / -3.3
Maximum force in eV/A: 0.308

Charges obtained by natural (NBO) population analysis, quoted in units of e: 1.241 -0.680 -0.440 0.313 -0.757 -0.242 0.397 0.395 0.392 0.404 0.433 -0.634 0.003 -0.229 -0.149 -0.228 -0.009 -0.643 0.207 -0.878 0.216 0.216 0.226 0.215 0.218 0.213 0.226 0.213 0.198 -0.421 0.380 -0.562 -0.222 -0.425 -0.221 -0.564 0.431 0.208 0.228 0.243 0.222 0.209 0.228 0.429

ORCA calculation (the ωB97M-V functional and the def2-TZVPD basis) on C13H22N3O10P2Ru as an isolated structure.

The geometry in ORCA input format:
```
! wB97M-V def2-TZVPD RIJCOSX def2/J DEFGRID3
* xyz 0 2
Ru 1.558 -1.612 0.134
N 0.203 -3.084 0.882
C 0.529 -4.044 1.967
C 1.706 -4.894 1.476
C 2.758 -3.834 1.155
O 3.443 -3.394 2.046
O 2.652 -3.348 -0.079
H -0.566 -2.485 1.180
H -0.099 -3.649 0.096
H -0.357 -4.640 2.190
H 0.808 -3.474 2.853
H 1.414 -5.466 0.595
H 2.045 -5.559 2.266
O 4.331 1.431 0.300
P 3.117 0.467 0.544
O 3.474 -0.853 1.176
O 2.352 0.158 -0.741
O 2.161 1.281 1.554
P 1.084 0.457 2.484
O 1.988 -0.375 3.478
O 0.158 1.360 3.152
O 0.457 -0.547 1.465
H 4.886 1.555 1.078
H 2.640 -0.931 3.009
C -1.581 4.731 -2.241
C -2.622 3.929 -1.474
N -2.156 2.590 -1.103
C -1.816 2.382 0.307
C -0.627 3.221 0.749
C -2.185 1.666 -2.081
O -2.609 1.905 -3.205
C -1.701 0.253 -1.843
C -2.458 -0.764 -2.408
C -1.970 -2.058 -2.383
C -0.752 -2.292 -1.781
N -0.022 -1.329 -1.202
C -0.491 -0.070 -1.254
H -1.968 5.726 -2.466
H -1.345 4.236 -3.181
H -0.665 4.844 -1.663
H -3.523 3.815 -2.078
H -2.900 4.432 -0.547
H -1.631 1.328 0.492
H -2.698 2.640 0.901
H 0.256 2.997 0.146
H -0.400 3.004 1.791
H -0.840 4.286 0.653
H -3.391 -0.518 -2.896
H -2.503 -2.876 -2.845
H -0.299 -3.276 -1.822
H 0.155 0.681 -0.827
*
```

Frontier orbital gap (spin up / spin down) in eV: 8.7 / 8.3
LUMO level (spin up / spin down) in eV: -0.7 / -1.1
Maximum force in eV/A: 0.597

Charges obtained by Mulliken population analysis, quoted in units of e: 0.563 -0.169 -0.838 -0.632 0.790 -0.526 -0.808 0.302 0.254 0.369 0.410 0.350 0.340 -0.567 0.820 -0.521 -0.649 -0.202 0.970 -0.615 -0.762 -0.171 0.346 0.398 -1.083 -0.859 0.162 -0.719 -1.059 0.434 -0.650 0.178 -0.338 -1.063 -0.285 0.215 -0.635 0.367 0.327 0.274 0.448 0.419 0.392 0.345 0.214 0.403 0.415 0.524 0.413 0.710 0.996

ORCA calculation (the ωB97M-V functional and the def2-TZVPD basis) on C13H22N4O14V as an isolated structure at a distorted geometry.

The geometry in ORCA input format:
```
! wB97M-V def2-TZVPD RIJCOSX def2/J DEFGRID3
* xyz -3 1
O 1.676 -0.770 0.971
V 0.085 -0.902 1.202
O -0.173 -0.548 2.732
O -0.861 -0.814 -0.863
C -1.702 -0.035 -1.741
C -3.275 -0.293 -1.727
O -3.940 -1.537 -1.863
H -1.291 -0.144 -2.744
H -1.432 1.001 -1.536
H -3.752 0.402 -2.418
H -3.636 0.021 -0.748
O -0.446 -3.088 1.330
C 0.485 -4.157 1.528
C 1.534 -4.643 0.398
O 1.029 -5.111 -0.840
H 0.076 -5.055 1.991
H 1.095 -3.832 2.372
H 2.124 -5.509 0.696
H 2.217 -3.795 0.354
C -1.215 0.045 5.525
N -2.422 -0.771 5.755
O -2.312 -1.617 6.671
O -3.423 -0.623 5.055
H -0.389 -0.655 5.400
H -1.139 0.657 6.424
H -1.289 0.803 4.746
C 2.068 -0.924 -3.045
N 1.816 -2.207 -3.773
O 2.264 -2.385 -4.923
O 1.087 -3.026 -3.178
H 2.072 -1.134 -1.976
H 1.239 -0.277 -3.331
H 2.957 -0.419 -3.423
C -3.903 2.637 1.830
N -3.483 1.251 1.729
O -2.326 1.118 1.917
O -4.357 0.436 1.703
H -3.025 3.272 1.944
H -4.538 2.511 2.708
H -4.361 2.882 0.872
C 3.640 2.586 -3.470
C 2.564 3.393 -3.595
C 1.709 3.395 -2.479
C 1.952 2.740 -1.299
C 3.085 1.943 -1.189
C 3.946 1.954 -2.295
N 1.016 2.838 -0.099
O -0.104 3.310 -0.149
O 1.403 2.092 0.815
H 4.341 2.509 -4.288
H 2.281 3.837 -4.538
H 0.812 3.990 -2.574
H 3.386 1.300 -0.376
H 4.835 1.350 -2.189
*
```

Frontier orbital gap in eV: 2.3
LUMO level in eV: 5.4
Maximum force in eV/A: 5.829

Charges obtained by Mulliken population analysis, quoted in units of e: -0.773 1.557 -0.712 -0.132 -0.535 -0.301 -1.018 0.187 0.164 0.387 -0.226 -0.425 -0.626 -0.287 -0.992 0.384 0.154 0.419 -0.037 -0.664 0.919 -0.589 -0.493 0.286 0.317 0.198 -0.358 0.865 -0.686 -0.369 0.123 0.159 0.237 -1.041 1.029 -0.474 -0.540 0.271 0.373 0.337 -0.038 -0.684 -0.153 -0.170 0.074 -0.724 0.937 -0.579 -0.515 0.345 0.360 0.368 0.392 0.299

ORCA calculation (the ωB97M-V functional and the def2-TZVPD basis) on C13H22N4O3SSn as an isolated structure at a distorted geometry.

The geometry in ORCA input format:
```
! wB97M-V def2-TZVPD RIJCOSX def2/J DEFGRID3
* xyz 2 1
C -0.316 -2.218 -2.616
C -1.028 -1.258 -3.508
H -0.907 -3.138 -2.514
H 0.633 -2.516 -3.092
C -1.234 0.033 -3.180
C -0.683 0.635 -1.915
H -1.494 0.718 -1.165
H -0.343 1.663 -2.107
C -1.550 -1.807 -4.801
H -1.220 -2.839 -4.964
H -1.232 -1.223 -5.677
H -2.650 -1.818 -4.811
C -2.056 0.912 -4.072
H -3.021 0.445 -4.321
H -1.546 1.099 -5.030
H -2.264 1.886 -3.614
Sn -0.431 0.672 2.775
O 0.650 -0.434 1.095
C 0.901 0.226 0.049
O 1.556 1.696 2.467
C 2.027 1.967 1.332
O 2.929 2.892 1.156
N 1.643 1.393 0.122
C 3.270 2.960 -0.285
C 2.299 2.081 -1.009
H 4.295 2.599 -0.403
H 3.215 4.007 -0.582
H 2.784 1.371 -1.682
H 1.567 2.653 -1.589
C 0.449 -0.216 -1.304
C -0.040 -1.658 -1.220
H 1.345 -0.131 -1.941
H -0.971 -1.663 -0.634
H 0.688 -2.290 -0.695
N 0.490 -0.961 4.599
N -0.252 -1.128 5.796
C -1.366 -0.432 6.068
N -1.933 -0.822 7.238
S -2.041 0.800 5.147
H 1.442 -0.657 4.826
H 0.560 -1.864 4.120
H 0.052 -1.824 6.473
H -2.759 -0.361 7.592
H -1.458 -1.449 7.876
*
```

Frontier orbital gap in eV: 6.1
LUMO level in eV: -7.2
Maximum force in eV/A: 1.924

Charges obtained by natural (NBO) population analysis, quoted in units of e: -0.438 0.043 0.238 0.222 -0.036 -0.389 0.209 0.208 -0.655 0.229 0.235 0.236 -0.647 0.238 0.236 0.216 1.464 -0.721 0.806 -0.727 0.961 -0.389 -0.474 -0.092 -0.247 0.233 0.245 0.248 0.241 -0.342 -0.372 0.242 0.208 0.223 -0.673 -0.439 0.311 -0.746 -0.189 0.410 0.408 0.412 0.444 0.411

ORCA calculation (the ωB97M-V functional and the def2-TZVPD basis) on an isolated ion of composition C13H22NO3 and charge +1 at a distorted geometry.

The geometry in ORCA input format:
```
! wB97M-V def2-TZVPD RIJCOSX def2/J DEFGRID3
* xyz 1 1
C 4.021 -0.128 2.249
O 2.725 -0.106 1.579
C 1.873 -1.038 2.055
C 0.454 -0.545 2.014
C -0.608 -1.472 2.142
C -1.932 -1.020 2.265
C -2.250 0.346 2.318
C -3.695 0.759 2.511
C -1.201 1.260 2.173
C 0.116 0.844 1.974
H 4.413 0.893 2.170
H 3.913 -0.377 3.326
H 4.676 -0.858 1.745
H 2.156 -1.654 3.001
H -0.355 -2.547 2.130
H -2.742 -1.755 2.296
H -3.782 1.840 2.571
H -4.387 0.430 1.717
H -4.089 0.354 3.448
H -1.448 2.310 2.179
H 0.890 1.595 1.838
O 1.452 -4.993 1.361
C 2.460 -4.500 2.244
C 3.179 -3.355 1.615
N 2.215 -2.309 1.069
C 2.787 -1.929 -0.307
C 1.669 -1.690 -1.259
O 0.877 -2.881 -1.393
H 1.205 -5.903 1.581
H 1.995 -4.153 3.156
H 3.189 -5.289 2.432
H 3.896 -2.883 2.301
H 3.760 -3.742 0.764
H 1.239 -2.692 1.005
H 3.459 -1.077 -0.157
H 3.381 -2.773 -0.707
H 1.056 -0.892 -0.847
H 2.102 -1.445 -2.232
H 0.360 -2.879 -2.215
*
```

Frontier orbital gap in eV: 9.9
LUMO level in eV: -2.3
Structure (SMILES): CO[C@@H](c1ccc(C)cc1)[NH+](CCO)CCO
Maximum force in eV/A: 2.592

Charges obtained by natural (NBO) population analysis, quoted in units of e: -0.269 -0.528 0.298 -0.075 -0.209 -0.200 0.026 -0.643 -0.195 -0.194 0.228 0.199 0.178 0.194 0.204 0.227 0.226 0.238 0.235 0.227 0.235 -0.734 -0.088 -0.235 -0.460 -0.227 -0.093 -0.739 0.500 0.171 0.207 0.229 0.232 0.479 0.248 0.226 0.184 0.203 0.497